Record 1
Density functional theory data (the ωB97M-V functional and the def2-TZVPD basis) for a 2-piece molecular cluster, C3H11NOS2 overall at a distorted geometry.

```
18
Properties=species:S:1:pos:R:3:forces:R:3:lowdin_charge:R:1
N 0.0234 1.6546 -2.6129 -0.7255 -0.0122 -0.0801 -0.017
C 0.2687 1.8218 -1.1997 -0.3698 0.9958 1.4956 -0.310
C 1.3884 0.9160 -0.6639 -0.6292 0.5525 -0.2293 -0.258
C 0.8893 -0.2416 0.1667 -0.1240 -1.2064 -0.4074 -0.600
S 0.1353 0.2173 1.7438 0.2036 0.0237 0.1377 0.418
S -1.0331 -1.4297 2.1326 0.0067 0.0337 -0.2023 0.313
H -0.7276 2.2790 -2.9054 0.4142 -0.2269 -0.2143 0.095
H 0.8470 1.7782 -3.1847 0.0094 0.3137 0.0501 0.087
H -0.6616 1.7172 -0.6223 -0.0841 -1.0989 -0.4191 0.101
H 0.4058 2.8618 -0.8434 0.8775 0.0554 -0.8005 0.108
H 2.0765 1.5657 -0.1317 0.2953 -0.2425 0.2928 0.102
H 1.9314 0.4729 -1.4984 0.0858 0.0989 -0.1263 0.112
H 1.6885 -0.9709 0.3032 0.3379 0.2351 0.5295 0.076
H 0.1755 -0.8668 -0.3824 -0.2842 0.5553 -0.1020 0.052
H -0.0499 -2.3416 2.2265 0.0148 0.0367 0.1841 -0.191
O -0.4941 -1.1584 -2.8054 0.1900 0.4490 -0.3670 -0.099
H -0.2941 -1.2174 -3.7498 -0.1078 -0.3243 0.2051 0.029
H -0.4035 -0.1858 -2.6753 -0.1106 -0.2385 0.0535 -0.017
```
Positions in Å, forces in eV/Å.

Output
energy relative to the best compared isomer or geometry (same formula, charge and spin): 0.253 eV
net charge: 0
SMILES string: NCCCSS.O
largest force on an atom: 1.834 eV/A
gap between HOMO and LUMO: 9.29 eV

=====

Record 2
Density functional theory data (the ωB97M-V functional and the def2-TZVPD basis) for an isolated ion of composition C5H6NO and charge +1 at a distorted geometry.

```
13
Properties=species:S:1:pos:R:3:forces:R:3:lowdin_charge:R:1
C 1.1160 1.5728 0.0076 0.7693 0.2420 -0.0447 -0.076
C -0.2355 1.0559 -0.0131 -0.1618 -1.6782 -0.0082 0.105
C 2.0876 0.7017 0.0007 -2.4576 -1.6372 -0.0057 0.302
C -0.3999 -0.3101 -0.0171 -1.8801 0.9744 0.0446 -0.256
C -1.6869 -1.0545 0.0026 -0.2943 -0.2058 -0.0738 0.013
N 0.7751 -0.9634 -0.0086 4.4872 1.9688 0.0341 -0.011
O 1.1120 -2.0917 0.0083 -1.0800 0.5058 -0.0335 0.223
H 1.2511 2.6481 0.0237 0.2707 0.0107 -0.0084 0.141
H -1.0787 1.7290 -0.0227 -0.1072 -0.0015 0.0313 0.150
H 3.1191 0.4411 -0.0020 0.4560 -0.1582 0.0110 0.106
H -2.1673 -1.0346 -0.9754 0.0565 -0.0266 -0.0472 0.107
H -2.3691 -0.6006 0.7147 -0.0536 0.0014 0.0858 0.101
H -1.5235 -2.0936 0.2814 -0.0050 0.0045 0.0148 0.095
```
Positions in Å, forces in eV/Å.

Output
energy relative to the best compared isomer or geometry (same formula, charge and spin): 5.696 eV
net charge: +1
largest force on an atom: 4.900 eV/A
gap between HOMO and LUMO (alpha / beta): 7.80 / 7.80 eV

=====

Record 3
Density functional theory data (the ωB97M-V functional and the def2-TZVPD basis) for C16H44N3O8V2 as an isolated structure at a distorted geometry.

```
73
Properties=species:S:1:pos:R:3:forces:R:3:mulliken_spin:R:1
O -6.9251 23.2459 8.9595 1.1135 1.2771 0.5580 -0.210
V -5.7999 23.5795 10.0126 -1.5343 -4.4493 0.1491 1.198
O -4.2514 19.3924 10.8035 0.7894 1.2845 0.5492 -0.190
V -5.0145 20.6106 11.4437 -2.5207 -3.4041 -0.7172 1.184
O -5.7373 19.7314 13.0445 1.0113 1.9317 -2.1891 0.006
H -6.6492 20.0656 13.0573 0.1574 -0.2164 0.7946 -0.002
C -2.6943 22.6363 8.2910 -0.7456 -0.6947 0.1927 0.002
C -3.8412 21.6357 8.5027 0.8545 -0.1283 -0.7314 0.001
O -4.6222 21.9278 9.6169 -1.0121 1.3936 2.3432 0.055
H -2.0089 22.5172 9.1303 0.1134 0.2969 -0.0270 0.000
H -3.0830 23.6564 8.2342 0.2033 0.0865 -0.1100 0.000
H -2.1803 22.3557 7.3728 0.1164 0.3027 -0.0391 0.000
H -3.3533 20.6592 8.6098 -0.3281 -0.0663 0.2645 -0.001
H -4.4737 21.5523 7.6086 -0.0262 0.2348 0.0343 -0.002
C -8.8560 22.1074 11.7515 0.4595 -0.6770 -0.7846 0.000
C -7.5774 22.6852 12.3378 -0.9671 0.2730 0.4240 0.008
O -6.4354 22.3329 11.6041 1.7346 1.2206 -1.4588 -0.046
H -8.9304 22.3186 10.6799 -0.1345 0.4330 0.1425 0.001
H -9.7496 22.4132 12.2918 0.0136 0.0831 0.0035 0.001
H -8.7941 21.0132 11.7520 -0.1818 0.0462 0.4596 0.000
H -7.5188 22.3411 13.3733 0.4097 -0.0585 -0.0818 0.000
H -7.7032 23.7785 12.3817 0.1929 -0.0891 0.0030 -0.012
C -10.1208 17.5405 13.5338 0.1022 0.1936 -0.5468 0.000
C -8.8212 18.3505 13.6326 -0.4081 -0.2561 0.9891 0.002
C -9.0399 19.5054 14.6152 0.9133 -0.5179 -0.4548 0.000
O -7.8295 20.2374 14.7210 -0.2373 -0.0264 -0.2062 0.002
C -7.9303 21.2956 15.6311 -0.2460 0.0660 0.2480 0.000
N -7.7213 17.5194 14.1612 -0.2352 -0.2923 -0.7454 0.000
H -10.3938 17.1159 14.5013 -0.0341 0.1891 0.0772 0.000
H -9.9858 16.6934 12.8579 0.0061 0.0688 -0.0593 0.000
H -10.9425 18.1516 13.1497 -0.0759 -0.0990 0.1208 0.000
H -8.5703 18.7832 12.6599 0.2379 -0.2189 -0.0410 0.001
H -9.2596 19.0035 15.5661 -0.3777 0.5229 0.1651 0.000
H -9.8164 20.1850 14.2432 -0.3204 -0.1945 0.3720 0.000
H -7.9365 20.9403 16.6675 -0.1531 -0.0374 -0.0235 0.000
H -8.8551 21.8549 15.4293 0.1038 0.1991 0.2237 0.000
H -7.0666 21.9511 15.5265 0.0427 -0.0490 -0.1555 0.000
H -7.3606 16.9624 13.3897 0.2997 0.1928 0.0700 0.001
H -8.1239 16.8058 14.7668 -0.0347 0.2331 0.1704 0.000
C -4.1559 26.2567 13.2116 0.1916 -0.5754 -0.2041 0.000
C -5.0397 25.3343 12.3918 -0.1866 0.5361 -0.9121 0.002
C -6.1677 26.1223 11.7567 -0.0112 -0.2223 0.0465 -0.001
O -6.7709 25.3056 10.7343 0.1693 0.5882 0.1527 0.010
C -7.9792 25.9009 10.2320 -0.7812 -0.8108 -0.4576 0.004
N -4.2693 24.6847 11.2681 0.1002 0.0630 0.9550 0.000
H -4.7428 26.8084 13.9411 0.1321 0.0742 0.1091 0.000
H -3.6333 26.9375 12.5364 -0.1484 0.2287 0.1082 0.000
H -3.3844 25.6632 13.7031 -0.0763 0.1217 0.2731 0.000
H -5.4928 24.5290 12.9718 0.2133 -0.0566 0.0648 0.000
H -5.8186 27.0471 11.2873 0.0478 0.0038 0.0545 0.000
H -6.9096 26.3616 12.5211 -0.0856 0.0599 -0.0937 0.001
H -8.8358 25.5554 10.8166 0.1851 0.2630 0.3630 -0.001
H -8.1713 25.5010 9.2379 0.3517 0.1531 -0.0943 -0.002
H -7.9138 26.9845 10.2145 0.1309 0.0274 0.0434 0.001
H -3.6338 25.3714 10.8606 -0.1213 -0.0002 -0.0451 0.002
H -3.6586 24.0486 11.7827 0.1314 -0.2513 -0.6061 0.003
C -6.0086 18.1942 8.4586 -0.3114 -0.8953 -0.0554 0.000
C -6.7938 19.4143 8.8965 1.0973 0.2629 -0.2957 0.005
C -8.1986 19.4359 8.3603 -0.1219 -0.9967 -0.6154 -0.001
O -8.7511 20.6841 8.6389 -0.4306 0.3010 0.1695 -0.001
C -10.1708 20.6957 8.5618 0.4424 -0.4937 0.1351 0.000
N -6.7585 19.5762 10.3796 -0.4626 0.4040 -0.2937 -0.032
H -5.9227 18.1090 7.3740 0.0663 0.3728 -0.0002 0.000
H -6.5223 17.2629 8.7391 -0.0193 0.1695 0.2141 0.000
H -5.0161 18.1480 8.9000 -0.0027 0.2066 -0.0093 -0.001
H -6.3016 20.2942 8.4703 -0.0583 0.0569 0.1578 -0.002
H -8.8159 18.6011 8.7410 0.0932 0.2290 0.4891 0.000
H -8.1708 19.2046 7.2828 0.1006 0.4141 -0.0393 0.000
H -10.5148 20.5001 7.5432 -0.0308 0.1675 -0.0389 0.000
H -10.5028 21.6644 8.9189 -0.1221 0.0500 -0.0836 0.000
H -10.5514 19.8944 9.2071 -0.2442 0.1619 0.0145 0.000
H -6.7881 18.6470 10.7971 0.2099 0.1287 0.1694 0.007
H -7.6618 20.0052 10.5796 0.2492 0.2040 0.3420 0.006
```
Positions in Å, forces in eV/Å.

Output
energy relative to the best compared isomer or geometry (same formula, charge and spin): 0.000 eV
net charge: +1
<S²>: 2.044
largest force on an atom: 4.709 eV/A
2S+1: 3
gap between HOMO and LUMO (alpha / beta): 7.37 / 7.74 eV

=====

Record 4
Density functional theory data (the ωB97M-V functional and the def2-TZVPD basis) for one molecule with the formula C3H6O2 at a distorted geometry.

```
11
Properties=species:S:1:pos:R:3:forces:R:3:lowdin_charge:R:1
O -1.3965 -1.1815 1.7481 -0.5110 -0.4435 0.3689 0.049
C -1.0366 -0.3810 0.9371 -1.9300 0.6395 -0.2536 -0.316
C 0.4100 -0.1401 0.7148 1.2751 -1.3205 -3.6960 -0.151
C 0.6099 0.6457 -0.6362 1.0737 1.6491 -0.9710 -0.283
O 0.0155 0.0652 -1.7857 -0.0649 0.3058 -0.6249 -0.115
H -1.8877 0.2313 0.3380 1.9407 -0.8969 0.8653 0.166
H 0.8573 0.3483 1.5508 0.3196 0.4089 0.5782 0.104
H 0.9783 -1.1859 0.5373 -1.4199 2.1952 0.6912 0.174
H 0.0560 1.7365 -0.7303 2.0156 -2.3242 1.1457 0.159
H 1.7784 0.6498 -0.9457 -2.5640 0.6777 1.2546 0.145
H -0.3846 -0.7883 -1.7283 -0.1350 -0.8911 0.6417 0.067
```
Positions in Å, forces in eV/Å.

Output
energy relative to the best compared isomer or geometry (same formula, charge and spin): 2.390 eV
net charge: 0
SMILES string: O=CCCO
largest force on an atom: 4.127 eV/A
gap between HOMO and LUMO: 10.87 eV

=====

Number 1: calculated total energy -28497.3436 eV. Number 2: calculated total energy -8807.2551 eV. Number 3: calculated total energy -89526.7751 eV. Number 4: calculated total energy -7301.2880 eV.